A 6-piece molecular cluster, C5H22NO7 overall, computed with the ωB97M-V functional and the def2-TZVPD basis.

The geometry in XYZ format:
```
35
C5H22NO7, DFT the ωB97M-V functional and the def2-TZVPD basis
C 1.350 1.911 -2.387
C 0.377 1.067 -1.526
C 1.212 0.134 -0.675
C 1.957 -1.079 -1.295
O 1.103 -2.205 -1.273
N -0.418 2.092 -0.745
C -1.871 1.669 -0.441
O -2.089 0.900 0.697
H 2.257 1.352 -2.740
H 0.793 2.143 -3.298
H 1.808 2.775 -1.866
H -0.295 0.694 -2.337
H 2.066 0.707 -0.288
H 0.529 -0.151 0.125
H 2.914 -1.301 -0.739
H 2.213 -0.841 -2.354
H -0.020 2.128 0.195
H -2.186 1.104 -1.278
H -2.424 2.650 -0.243
H -0.371 1.221 2.955
H 2.212 -0.447 3.217
H 1.679 0.738 2.398
O 2.509 0.164 2.559
H 0.057 -0.375 2.609
H 0.293 -1.967 -0.830
O -0.161 -1.303 3.104
H -1.192 1.033 1.326
H 0.620 -1.875 3.059
O 0.028 1.011 2.096
H -2.012 -0.959 0.888
H -1.469 -1.879 1.865
O -2.213 -1.842 1.219
H -0.713 -1.842 -2.391
H -2.257 -1.815 -2.153
O -1.565 -1.662 -2.787
```

The gap between HOMO and LUMO is 9.2 eV. The molecular weight comes out at 208.2 Da. As for the total energy: -785.16609 Eh. Its charge is -1. The relative energy (zero: lowest compared OMol25 entry of this formula, charge and spin) is 191.5 kJ/mol. The calculation puts the HOMO energy at -5.834 eV.

Atomic partial charges in e from the Mulliken method, atoms 1 to 8: atom 1 (C): -1.5718, atom 2 (C): 0.8406, atom 3 (C): -0.5776, atom 4 (C): -0.1582, atom 5 (O): -0.5958, atom 6 (N): -0.5791, atom 7 (C): -0.3573, atom 8 (O): -0.6472